[1]
The following is a quantum chemistry calculation of a cluster of 2 separate species, C4H14N2O in total at a distorted geometry, from the Open Molecules 2025 dataset.

As for the charge: 0. The energy relative to the best compared isomer or geometry (same formula, charge and spin) is 208.3 kJ/mol. The calculation puts the electronic energy at -345.49686 hartree. As for the SMILES: CCCNCN.O.

Each atom is followed by the atoms it is bonded to, with distances in Å.
Element x y z (Å)
1 O -1.527 6.671 -1.122  H14 0.948, H19 0.964
2 N -2.357 -1.428 1.472  C5 1.475, H16 1.002, H18 1.005
3 N -0.495 -2.036 0.079  C5 1.437, C7 1.496, H11 1.011
4 C 1.580 -1.179 -0.905  C6 1.496, C7 1.587, H8 1.090, H17 1.106
5 C -0.977 -1.948 1.430  N2 1.475, N3 1.437, H9 1.094, H15 1.083
6 C 2.523 -0.078 -0.536  C4 1.496, H10 1.101, H20 1.108, H21 1.097
7 C 0.109 -0.779 -0.460  N3 1.496, C4 1.587, H12 1.095, H13 1.100
8 H 1.809 -2.138 -0.442  C4 1.090
9 H -0.318 -1.326 2.043  C5 1.094
10 H 3.435 -0.150 -1.148  C6 1.101
11 H -1.178 -2.397 -0.574  N3 1.011
12 H -0.540 -0.168 -1.096  C7 1.095
13 H 0.166 -0.106 0.408  C7 1.100
14 H -1.523 6.053 -0.404  O1 0.948
15 H -0.991 -2.934 1.877  C5 1.083
16 H -2.927 -1.468 2.296  N2 1.002
17 H 1.618 -1.600 -1.928  C4 1.106
18 H -2.569 -0.668 0.851  N2 1.005
19 H -0.748 6.797 -1.674  O1 0.964
20 H 2.056 0.917 -0.677  C6 1.108
21 H 2.854 -0.036 0.509  C6 1.097

***

[2]
The following is a quantum chemistry calculation of a cluster of 16 separate species, H32O16 in total at a distorted geometry, from the Open Molecules 2025 dataset.

As for the charge: 0. The energy relative to the best compared isomer or geometry (same formula, charge and spin) is 470.5 kJ/mol. The calculation puts the electronic energy at -1223.01957 hartree.

Each atom is followed by the atoms it is bonded to, with distances in Å.
Element x y z (Å)
1 O 2.356 -2.182 0.024  H21 0.974, H37 0.951
2 O 2.195 2.999 1.803  H26 0.948, H45 0.983
3 O -2.726 -0.051 2.207  H31 0.978, H44 0.948
4 O 2.888 0.458 -0.215  H35 0.946, H40 0.971
5 O -2.054 -1.858 0.084  H27 0.991, H42 0.953
6 O 0.939 0.613 1.964  H36 0.950, H43 0.939
7 O -0.609 -2.072 -2.690  H17 0.973, H25 0.947
8 O 1.940 2.561 -1.409  H22 0.984, H28 0.932
9 O -3.022 1.088 -0.874  H19 0.964, H41 0.939
10 O -0.161 -0.011 -0.443  H18 0.987, H29 0.954
11 O -1.772 0.621 -3.131  H30 0.954, H46 0.941
12 O -0.462 2.617 0.185  H39 0.958, H48 0.937
13 O 1.194 -0.122 -2.613  H24 0.946, H33 0.964
14 O 0.847 -2.018 2.343  H32 0.963, H47 0.959
15 O -4.510 -1.150 -0.808  H34 0.936, H38 0.946
16 O 3.332 -0.404 2.588  H20 0.933, H23 0.962
17 H -1.218 -1.331 -2.531  O7 0.973
18 H -0.997 -0.461 -0.175  O10 0.987
19 H -3.616 0.340 -0.999  O9 0.964
20 H 2.507 -0.457 2.158  O16 0.933
21 H 2.973 -2.707 -0.517  O1 0.974
22 H 2.307 1.686 -1.146  O8 0.984
23 H 3.722 -1.267 2.413  O16 0.962
24 H 1.006 0.725 -2.991  O13 0.946
25 H 0.170 -1.676 -3.053  O7 0.947
26 H 1.669 3.604 1.298  O2 0.948
27 H -2.110 -1.866 1.073  O5 0.991
28 H 1.268 2.715 -0.782  O8 0.932
29 H 0.406 0.019 0.323  O10 0.954
30 H -1.894 0.782 -2.198  O11 0.954
31 H -3.473 -0.674 2.103  O3 0.978
32 H 1.233 -2.341 1.521  O14 0.963
33 H 0.732 -0.066 -1.769  O13 0.964
34 H -4.666 -1.860 -1.398  O15 0.936
35 H 3.531 0.541 0.474  O4 0.946
36 H 0.668 -0.278 2.154  O6 0.950
37 H 2.611 -1.281 -0.144  O1 0.951
38 H -3.652 -1.357 -0.467  O15 0.946
39 H -1.188 2.736 0.798  O12 0.958
40 H 3.425 0.176 -0.973  O4 0.971
41 H -3.093 1.399 0.009  O9 0.939
42 H -1.432 -2.509 -0.229  O5 0.953
43 H 0.225 1.130 2.287  O6 0.939
44 H -3.183 0.780 2.217  O3 0.948
45 H 1.753 2.121 1.789  O2 0.983
46 H -0.985 1.081 -3.365  O11 0.941
47 H 1.332 -2.479 3.030  O14 0.959
48 H -0.407 1.687 0.075  O12 0.937